(w)
{
  "formula": "C8H9NO",
  "method": "ωB97M-V/def2-TZVPD",
  "gap_ev": 8.95,
  "homo_ev": -8.002,
  "charge": 0,
  "e_lumo_ha": 0.0347,
  "smiles": "C#CN1O[C@H]2C=C[C@@H]1CC2",
  "symbols": ["H", "N", "C", "C", "C", "C", "H", "C", "H", "C", "C", "H", "O", "H", "H", "H", "H", "C", "H"],
  "coordinates": [[2.24718, -0.35049, -0.95981], [-0.85559, -0.54892, -0.85338], [-1.48111, -1.73785, -0.50593], [-0.16285, 0.43380, 1.23163], [0.90464, 1.44224, -1.04805], [1.36082, 0.01894, -0.57200], [-0.15113, 1.38643, 1.72808], [-1.57988, -2.86662, -0.14569], [-0.70248, 2.74049, -1.03494], [-1.00472, 0.58028, -0.04972], [1.22292, -0.06776, 0.92634], [-0.57783, -0.33931, 1.97628], [0.45322, -0.84029, -1.30052], [-2.11589, 0.61811, -0.00406], [1.85356, 0.54546, 1.44640], [1.54484, 2.14030, -1.58032], [-1.93839, -3.78219, 0.20302], [-0.36603, 1.71671, -0.80156], [1.34872, -1.08935, 1.34424]],
  "lowdin_charge": [0.125, -0.126, -0.118, -0.139, -0.003, -0.247, 0.106, 0.130, 0.120, -0.305, -0.124, 0.140, -0.037, 0.169, 0.088, 0.106, 0.011, -0.031, 0.136]
}

---

(x)
{
  "formula": "C8H9NO",
  "method": "ωB97M-V/def2-TZVPD",
  "gap_ev": 9.08,
  "homo_ev": -8.083,
  "charge": 0,
  "e_lumo_ha": 0.0368,
  "symbols": ["H", "H", "N", "C", "C", "H", "H", "H", "H", "C", "C", "C", "C", "O", "C", "H", "C", "H", "H"],
  "coordinates": [[3.63023, -1.16286, -0.92200], [-1.00302, -2.41196, 0.55545], [-1.44450, 0.69282, -0.20352], [0.79467, -0.12519, 0.24939], [0.45876, 2.01982, 0.03810], [-1.50280, 2.68688, -0.11643], [1.28377, 2.69059, 0.22669], [-3.48906, -1.91429, -0.15238], [-3.54287, 0.80185, -0.49222], [-0.82992, 1.91065, -0.09482], [-2.70484, 0.18160, -0.29560], [-0.57757, -0.34094, 0.01884], [3.09034, -0.65008, -0.18281], [1.78803, -0.59222, -0.53355], [-2.58790, -1.19214, -0.08895], [1.12548, -0.15558, 1.28806], [-1.25900, -1.52443, 0.13810], [3.58607, 0.36367, -0.12071], [3.18412, -1.27818, 0.68836]],
  "lowdin_charge": [0.072, 0.080, -0.049, -0.113, 0.131, 0.090, 0.051, 0.126, 0.104, -0.179, -0.059, -0.244, -0.118, -0.114, -0.097, 0.137, -0.025, 0.117, 0.091]
}

---

Quick one: least stable of them? (w)

---

(w)
{
  "formula": "CH3IOS2",
  "method": "ωB97M-V/def2-TZVPD",
  "gap_ev": [7.31, 7.23],
  "homo_ev": [-8.685, -8.631],
  "charge": 0,
  "e_lumo_ha": [-0.0507, -0.0517],
  "smiles": "CSI.O=S",
  "symbols": ["I", "H", "O", "S", "H", "C", "H", "S"],
  "coordinates": [[1.39351, 2.05855, -0.43021], [0.74704, -0.49207, 1.10829], [-2.72664, 1.16397, 0.22571], [-2.28659, 2.31731, -0.56294], [1.23958, -2.19524, 0.34915], [0.65985, -1.25021, 0.23476], [-0.40614, -1.34731, 0.17255], [1.37939, -0.25500, -1.09731]],
  "lowdin_charge": [0.355, 0.032, -0.699, 0.642, 0.043, -0.522, 0.007, 0.141]
}

---

(x)
{
  "formula": "CH3IOS2",
  "method": "ωB97M-V/def2-TZVPD",
  "gap_ev": [8.14, 8.15],
  "homo_ev": [-9.606, -9.611],
  "charge": 0,
  "e_lumo_ha": [-0.0538, -0.0538],
  "symbols": ["O", "H", "H", "S", "I", "H", "C", "S"],
  "coordinates": [[-2.49666, 0.47768, 0.49383], [0.02976, 0.74058, 1.70531], [0.46177, -0.10221, -1.51602], [-0.41643, 1.01606, 0.42593], [2.61280, -0.02249, 0.10216], [0.21028, -1.23987, -0.15205], [0.57129, -0.26107, -0.44724], [0.08175, 2.77932, -0.07289]],
  "lowdin_charge": [-0.498, 0.010, 0.025, 0.327, 0.798, 0.024, -0.877, 0.190]
}

---

Quick one: least stable of them? (x)

---

(w)
{
  "formula": "CFN3O2",
  "method": "ωB97M-V/def2-TZVPD",
  "gap_ev": [8.24, 7.42],
  "homo_ev": [-10.001, -9.464],
  "charge": 0,
  "e_lumo_ha": [-0.0646, -0.0753],
  "smiles": "O=NON=C=NF",
  "symbols": ["N", "C", "N", "F", "O", "O", "N"],
  "coordinates": [[-0.32856, -1.68759, 0.33876], [0.60955, 0.83502, -0.54004], [-0.04898, 1.20571, 0.44809], [-0.67154, 2.47310, 0.29500], [-0.84219, -1.23771, 1.26929], [0.29946, -1.51605, -0.64825], [0.98227, -0.07248, -1.16285]],
  "lowdin_charge": [-0.130, -0.283, 0.093, -0.084, 0.174, 0.070, 0.160]
}

---

(x)
{
  "formula": "CFN3O2",
  "method": "ωB97M-V/def2-TZVPD",
  "gap_ev": 9.13,
  "homo_ev": -12.008,
  "charge": 0,
  "e_lumo_ha": -0.1058,
  "symbols": ["N", "F", "C", "O", "N", "N", "O"],
  "coordinates": [[2.50922, -0.24854, -0.07169], [-0.33705, 1.92063, 0.02643], [1.40555, 0.06140, -0.01602], [-2.03641, 0.04615, -0.10270], [0.14184, 0.34265, 0.11137], [-0.99043, -0.48363, -0.00111], [-0.69274, -1.63865, 0.05372]],
  "lowdin_charge": [0.230, -0.027, -0.244, 0.172, 0.130, -0.411, 0.150]
}

---

Quick one: least stable of them? (w)